# 1
C30H58F2N6NbO6P2 as an isolated structure, computed with ωB97M-V with the def2-TZVPD basis set.

**Molar mass**: 791.7 g/mol
**E**: -2896.91209 hartree
**Kohn-Sham gap**: 5.84 eV
**Total charge**: -1

Last column: Mulliken charge in e.
Cartesian coordinates (Å):
C 2.14765 -2.50106 -3.81419  -1.162
C 1.67572 -1.01472 -3.20789  -0.050
C 2.27883 -0.95572 -1.68213  -0.203
Nb 1.39886 0.66926 -0.34868  -0.501
C 0.35079 1.54660 -2.16224  -0.673
P -0.48740 3.27241 -1.81960  0.656
O -0.62496 4.13601 -3.17459  -0.565
O 0.51082 4.25942 -0.75377  -0.462
O -2.08444 3.10935 -1.14554  -0.521
O 2.45372 0.10590 1.36941  -0.883
C 3.01573 -1.23167 1.37385  0.207
C 1.91880 -2.46357 1.56172  -0.551
N -0.31578 -0.54330 0.23345  0.526
C -0.97491 -1.21627 -0.93312  0.099
O -0.55621 -2.43669 -1.37228  -0.491
F -2.17917 -0.69497 -1.68368  -0.296
C -1.25853 0.20309 1.13825  0.520
O -0.88165 0.31248 2.44326  -0.565
F -2.53854 0.85101 0.78096  -0.219
P 3.31866 2.32385 -0.83976  0.459
C 4.54552 2.45881 0.60812  -0.934
C 4.14851 1.94593 -2.51124  -0.881
H 1.33745 -2.75839 -4.64828  0.321
H 2.04552 -3.36054 -3.00899  0.245
H 3.20880 -2.47022 -4.31395  0.284
H 2.16336 -0.22542 -3.95239  0.241
H 0.50822 -1.01551 -3.28245  -0.032
H 3.43928 -0.69872 -1.79669  0.383
H 2.23636 -2.04377 -1.25842  0.135
H 0.64015 2.02342 0.64835  0.155
H 1.18577 1.79334 -2.97958  0.361
H -0.42818 0.86322 -2.69883  0.384
H 0.18230 4.17458 0.20194  0.322
H -2.36869 2.16493 -1.41340  0.309
H 3.82763 -1.45535 0.53775  0.149
H 3.65803 -1.29160 2.38424  0.031
H 0.92626 -2.10595 2.11514  0.065
H 2.40424 -3.25904 2.30812  0.352
H 1.68506 -3.05306 0.58206  0.058
H 4.73027 3.62523 0.78465  0.337
H 4.17532 2.04190 1.63660  0.247
H 5.62161 2.03494 0.31212  0.255
H 4.01056 2.88416 -3.23689  0.284
H 5.32064 1.82046 -2.36791  0.296
H 3.72634 1.02667 -3.09624  0.186
C -2.36946 8.10713 -6.22965  -1.145
C -2.61404 6.86991 -5.37150  -0.488
C -1.41327 5.92246 -5.33784  0.002
C -1.10287 5.43657 -6.74430  0.225
N -0.84540 5.03357 -7.91100  -0.528
H -2.19612 7.84432 -7.27793  0.340
H -3.24170 8.76789 -6.20104  0.331
H -1.50218 8.67089 -5.86713  0.299
H -3.49486 6.34073 -5.75534  0.306
H -2.84871 7.18704 -4.34953  0.339
H -1.63321 5.05988 -4.69993  0.104
H -0.53314 6.43097 -4.92962  0.262
C -3.67437 3.09245 2.31369  -0.754
C -4.68161 4.00245 3.00962  -0.545
C -4.40569 5.48812 2.77019  -0.361
C -3.03086 5.84852 3.30919  0.225
N -1.89039 6.14742 3.75627  -0.495
H -2.65929 3.24885 2.69202  0.346
H -3.92726 2.04188 2.48854  0.162
H -3.67018 3.26695 1.23157  0.180
H -4.66695 3.79001 4.08565  0.325
H -5.68716 3.76208 2.64744  0.335
H -5.16155 6.09702 3.27740  0.309
H -4.44547 5.71938 1.70024  0.279
C -4.29325 -3.15712 4.74988  -1.302
C -3.98135 -2.13888 3.65769  -0.280
C -3.89017 -2.76821 2.26619  -0.078
C -2.77759 -3.80368 2.24274  0.230
N -1.85470 -4.66263 2.22334  -0.582
H -3.50332 -3.90952 4.83876  0.334
H -4.37727 -2.65899 5.72098  0.369
H -5.23940 -3.67218 4.54750  0.318
H -3.03747 -1.63586 3.90110  0.213
H -4.76341 -1.37179 3.65322  0.359
H -3.67899 -1.99673 1.51816  0.052
H -4.83687 -3.25010 1.99897  0.404
C 6.23299 -2.10601 6.09445  -1.102
C 6.45694 -3.33068 5.21298  -0.417
C 7.35737 -3.04139 4.01040  -0.362
C 6.72033 -1.97268 3.13713  0.306
N 6.19188 -1.08613 2.41279  -0.491
H 5.71989 -1.30573 5.55198  0.334
H 5.60867 -2.36634 6.95508  0.316
H 7.18504 -1.71334 6.46977  0.298
H 5.48405 -3.70218 4.86848  0.278
H 6.90975 -4.12489 5.81652  0.309
H 7.49801 -3.95219 3.41879  0.275
H 8.34274 -2.69617 4.34164  0.289
C -3.90302 -6.68298 -2.27913  -1.148
C -3.12008 -6.81892 -0.97701  -0.417
C -1.67447 -6.33304 -1.09862  0.171
C -0.94306 -7.15461 -2.14774  0.136
N -0.33640 -7.83611 -3.01802  -0.533
H -3.47190 -7.29690 -3.07615  0.359
H -4.93653 -7.01466 -2.13746  0.342
H -3.92247 -5.64085 -2.61828  0.281
H -3.13419 -7.86981 -0.66296  0.313
H -3.62712 -6.24232 -0.19566  0.235
H -1.16071 -6.43832 -0.13722  0.261
H -1.64652 -5.27600 -1.38454  -0.002


# 2
A 9-piece molecular cluster, C43H67FIN2O29P2 overall, computed with ωB97M-V with the def2-TZVPD basis set.

**Molar mass**: 1283.8 g/mol
**E**: -5049.77968 hartree
**Kohn-Sham gap**: 6.69 eV
**Total charge**: +1

Last column: Mulliken charge in e.
Cartesian coordinates (Å):
C -2.35362 1.80809 3.41807  -0.701
C -2.17350 2.16961 2.07508  -0.125
C -1.94158 2.47164 0.44458  0.015
I -3.39238 4.07570 0.03999  0.225
C -2.49388 1.20797 -0.50436  -0.335
O -1.69534 1.01180 -1.71799  -0.416
C -0.27659 0.64780 -1.38544  0.587
P -0.33587 -1.20097 -0.87438  -0.474
C 1.31017 -2.10884 -1.18266  0.348
C 1.37786 -3.00058 -2.55623  -0.708
C -1.85135 -2.11483 -1.58375  -0.163
C -1.77438 -3.75165 -1.52682  -0.593
P 0.67925 0.77414 -3.00255  0.365
O 2.22454 0.45200 -2.95585  -0.311
O 0.35312 2.24847 -3.94295  -0.328
O 0.00231 -0.50435 -4.04512  -0.577
C 0.21427 1.49956 -0.09382  -1.760
C 1.84258 1.49209 0.21879  -0.157
C 2.31772 0.17847 1.12972  -0.208
C 2.75657 0.68532 2.66251  -0.272
F 2.30484 -0.35404 3.66197  -0.337
N -0.47316 2.82840 0.12752  0.943
C -0.30339 3.89715 -0.89206  -1.099
C 1.17500 4.18024 -1.51638  0.320
C 1.13463 5.39294 -2.63823  -0.498
C 1.97840 5.07517 -4.00799  -0.595
N 3.30170 4.36605 -3.79364  -0.164
C 3.69787 3.54884 -5.03196  0.365
C 5.09876 3.83427 -5.89593  -0.885
O 2.95984 2.50642 -5.49470  -0.533
H -2.76422 1.50177 4.49169  0.396
H -2.56110 0.28542 0.21189  0.274
H -3.60943 1.42617 -0.86665  0.385
H 2.27400 -1.42751 -1.14961  -0.597
H 1.44654 -2.87807 -0.27955  0.568
H 1.74768 -4.10231 -2.42015  0.335
H 2.17367 -2.46232 -3.26370  0.087
H 0.35384 -2.94644 -3.15931  0.224
H -2.11703 -1.67929 -2.66042  0.381
H -2.77968 -1.80495 -0.89995  0.288
H -1.84423 -4.12716 -2.65567  0.295
H -2.64691 -4.27152 -0.94403  0.042
H -0.72722 -4.17248 -1.13790  0.227
H -0.64188 2.29596 -4.15418  0.344
H 0.53230 -0.47389 -4.91173  0.362
H -0.13814 0.81922 0.83242  0.677
H 2.00964 2.42377 0.94762  0.337
H 2.52002 1.69288 -0.70529  0.127
H 3.30761 -0.29619 0.67088  -0.031
H 1.46303 -0.60201 1.30036  0.088
H 2.18869 1.67441 2.98536  0.194
H 3.90862 0.87768 2.73439  0.306
H -0.09647 3.20173 1.05116  0.722
H -1.01678 3.71183 -1.83189  0.513
H -0.55346 4.93479 -0.34948  0.391
H 1.72663 3.26351 -1.98104  -0.392
H 1.85846 4.58677 -0.62640  0.382
H 1.51846 6.39531 -2.16174  0.294
H -0.01323 5.49906 -2.94789  0.151
H 1.34542 4.50783 -4.84429  0.271
H 2.23029 6.13516 -4.49471  0.267
H 4.10116 5.03220 -3.67344  0.335
H 6.02306 3.84977 -5.16819  0.332
H 5.23953 2.97603 -6.68216  0.278
H 4.92824 4.83163 -6.48402  0.307
C 5.17181 -1.21446 -2.30587  0.069
C 6.61739 -1.41433 -1.98443  -0.322
O 6.60658 -2.53371 -1.11899  -0.329
C 5.46025 -3.22710 -1.38124  0.641
O 5.20919 -4.33550 -0.93842  -0.568
O 4.63256 -2.51899 -2.20404  -0.246
H 5.02066 -0.80984 -3.31040  0.374
H 4.66797 -0.56617 -1.58133  -0.182
H 7.21295 -1.65803 -2.87055  0.254
H 7.05749 -0.54480 -1.48854  0.311
C -4.53297 -6.54958 1.69374  -0.333
C -3.84043 -6.80803 2.99242  -0.386
O -2.55452 -6.25285 2.79163  -0.151
C -2.67726 -5.31198 1.81012  0.561
O -1.80228 -4.52011 1.50186  -0.516
O -3.90660 -5.37233 1.21973  -0.321
H -5.60792 -6.39325 1.81893  0.291
H -4.37220 -7.35268 0.96692  0.272
H -4.32052 -6.29401 3.83182  0.260
H -3.77088 -7.87489 3.22182  0.326
C -0.17532 -5.84989 5.10163  -0.093
C 1.27026 -6.04976 5.42308  -0.360
O 1.25945 -7.16914 6.28852  -0.305
C 0.11312 -7.86253 6.02626  0.591
O -0.13794 -8.97094 6.46909  -0.569
O -0.71457 -7.15442 5.20346  -0.204
H -0.32647 -5.44528 4.09710  0.119
H -0.67916 -5.20161 5.82617  0.248
H 1.86582 -6.29347 4.53695  0.274
H 1.71036 -5.18024 5.91896  0.300
C -5.24832 6.01250 2.95301  -0.276
C -6.32519 4.98660 2.80859  -0.251
O -6.32664 4.33713 4.06570  -0.351
C -5.79481 5.21446 4.96631  0.609
O -5.79992 5.04879 6.17470  -0.540
O -5.25777 6.30116 4.33849  -0.310
H -5.45063 6.91379 2.36788  0.286
H -4.26156 5.62444 2.67953  0.205
H -7.31013 5.43505 2.64099  0.314
H -6.11710 4.27523 2.00466  0.213
C 0.90623 10.69534 -4.38590  -0.355
C 1.96708 9.97203 -3.62144  -0.314
O 1.26268 8.90245 -3.01982  -0.258
C 0.14958 8.68331 -3.77919  0.646
O -0.59577 7.72669 -3.64874  -0.521
O -0.01980 9.67335 -4.70364  -0.313
H 1.29386 11.16352 -5.29485  0.303
H 0.40010 11.45559 -3.78180  0.271
H 2.74531 9.56092 -4.27309  0.261
H 2.43640 10.60336 -2.86196  0.277
C -9.10613 1.37849 5.28951  -0.358
C -8.85441 2.85146 5.28872  0.173
O -10.04525 3.38482 4.74143  -0.316
C -11.02980 2.46503 4.96116  0.649
O -12.21730 2.66851 4.77109  -0.545
O -10.51232 1.28889 5.42203  -0.304
H -8.60551 0.87092 6.11860  0.301
H -8.80871 0.90284 4.34909  0.286
H -8.71836 3.25292 6.29849  0.241
H -7.98993 3.12555 4.67782  -0.056
C 8.35890 1.29123 -9.24624  -0.363
C 7.41403 2.44829 -9.28400  -0.356
O 6.67019 2.30013 -8.08949  -0.312
C 7.44132 1.57264 -7.22938  0.652
O 7.18294 1.40096 -6.04979  -0.514
O 8.53916 1.06355 -7.86110  -0.319
H 9.31344 1.51715 -9.72940  0.308
H 7.93452 0.38968 -9.70034  0.263
H 7.93265 3.41254 -9.26048  0.269
H 6.75599 2.41985 -10.15683  0.310
C -0.73008 -12.13400 7.31069  -0.165
C 0.33077 -12.85732 8.07515  -0.300
O -0.37362 -13.92689 8.67677  -0.307
C -1.48673 -14.14603 7.91741  0.608
O -2.23208 -15.10265 8.04786  -0.551
O -1.65611 -13.15600 6.99295  -0.304
H -0.34245 -11.66583 6.40174  0.237
H -1.23621 -11.37375 7.91480  0.232
H 1.10900 -13.26842 7.42350  0.276
H 0.80009 -12.22598 8.83464  0.276